# 1
{"formula": "C3H6N", "method": "the ωB97M-V functional and the def2-TZVPD basis", "multiplicity": 1, "homo_lumo_gap_ha": [0.3270, 0.3320], "e_above_lowest_kcal_mol": 118.8, "charge": 1, "homo_ev": [-13.969, -15.010], "symbols": ["C", "C", "C", "N", "H", "H", "H", "H", "H", "H"], "positions_angstrom": [[-2.172, -0.149, 0.272], [-1.011, -0.144, 0.601], [0.346, -0.202, 0.623], [0.898, 0.632, -0.449], [-3.241, -0.032, 0.068], [1.072, -2.187, -0.361], [1.039, -0.400, 1.313], [1.095, 1.600, -0.123], [0.182, 0.607, -1.190], [1.791, 0.275, -0.753]], "atomic_forces_ev_per_a": [[-1.8, 0.5, -0.1], [-0.1, -0.7, 0.4], [-1.3, 0.3, -2.7], [0.1, 0.8, 0.0], [0.9, -0.2, 0.2], [-0.3, 0.5, 0.3], [2.0, -1.0, 3.0], [-0.5, -0.3, -0.3], [0.6, 0.4, -0.2], [0.4, -0.3, -0.6]]}


# 2
{"formula": "C3H7INO", "method": "the ωB97M-V functional and the def2-TZVPD basis", "multiplicity": 1, "homo_lumo_gap_ha": [0.2665, 0.3289], "e_above_lowest_kcal_mol": 85.5, "charge": 1, "homo_ev": [-12.799, -13.324], "symbols": ["C", "C", "C", "N", "O", "I", "H", "H", "H", "H", "H", "H", "H"], "positions_angstrom": [[-1.094, -1.221, 0.270], [-0.356, -0.027, 0.690], [1.839, 2.742, 0.053], [-0.153, -0.478, -0.609], [1.851, 1.659, -0.339], [3.330, -0.263, -0.042], [-0.671, -2.218, 0.546], [-2.134, -1.028, 0.184], [-0.926, 0.905, 0.764], [0.506, 0.013, 1.323], [0.689, -0.964, -0.718], [2.534, 3.268, 0.840], [-0.394, 0.051, -1.408]], "atomic_forces_ev_per_a": [[1.2, -0.9, 1.1], [-0.6, 2.3, 2.7], [0.8, 3.0, 1.9], [-0.9, -0.9, -1.4], [-0.8, -1.2, -1.1], [0.7, -1.0, 0.2], [-0.8, 1.0, -0.3], [-0.6, -0.4, -0.7], [0.0, -0.4, -0.1], [0.3, -0.5, 0.3], [2.0, -0.9, -0.5], [-0.7, -0.8, -1.1], [-0.7, 0.7, -0.9]]}


# 3
{"formula": "C27H32O3", "method": "the ωB97M-V functional and the def2-TZVPD basis", "multiplicity": 1, "homo_lumo_gap_ha": 0.3412, "charge": 0, "smiles": "Cc1ccc(C(C)C)c(OC[C@H]2CCOC2=O)c1.c1ccccc1.c1ccccc1", "homo_ev": -8.641, "symbols": ["C", "C", "C", "C", "C", "C", "C", "C", "C", "O", "C", "C", "C", "C", "O", "C", "O", "C", "H", "H", "H", "H", "H", "H", "H", "H", "H", "H", "H", "H", "H", "H", "H", "H", "H", "H", "H", "H", "C", "C", "C", "C", "C", "C", "H", "H", "H", "H", "H", "H", "C", "C", "C", "C", "C", "C", "H", "H", "H", "H", "H", "H"], "positions_angstrom": [[-0.053, 2.410, -1.932], [0.801, 1.766, -0.884], [1.805, 2.451, -0.202], [2.528, 1.786, 0.783], [2.326, 0.447, 1.120], [3.154, -0.122, 2.261], [2.265, -0.215, 3.519], [3.819, -1.495, 1.987], [1.340, -0.246, 0.404], [1.090, -1.567, 0.714], [0.854, -2.431, -0.377], [2.129, -2.739, -1.179], [2.719, -4.098, -0.820], [1.876, -4.982, -1.719], [1.744, -4.235, -2.960], [1.936, -2.938, -2.684], [2.018, -2.078, -3.497], [0.600, 0.432, -0.564], [0.511, 3.116, -2.534], [-0.824, 3.007, -1.438], [-0.574, 1.682, -2.544], [2.025, 3.484, -0.430], [3.294, 2.334, 1.315], [3.968, 0.573, 2.438], [1.566, 0.616, 3.528], [1.703, -1.144, 3.473], [2.861, -0.197, 4.427], [4.902, -1.412, 1.955], [3.605, -2.161, 2.822], [3.446, -1.989, 1.106], [0.078, -2.074, -1.054], [0.474, -3.351, 0.058], [2.786, -1.879, -1.097], [3.755, -4.185, -1.146], [2.648, -4.433, 0.210], [0.853, -5.115, -1.365], [2.276, -5.961, -1.954], [-0.182, -0.088, -1.100], [-4.814, -0.549, -4.492], [-3.739, -0.925, -3.699], [-3.404, -0.172, -2.582], [-4.140, 0.960, -2.260], [-5.211, 1.340, -3.057], [-5.548, 0.585, -4.172], [-5.079, -1.138, -5.360], [-3.163, -1.806, -3.951], [-2.568, -0.466, -1.961], [-3.878, 1.546, -1.388], [-5.783, 2.225, -2.809], [-6.384, 0.881, -4.793], [-0.710, 2.104, 2.517], [-1.242, 1.569, 3.682], [-2.067, 2.341, 4.488], [-2.360, 3.650, 4.132], [-1.825, 4.188, 2.970], [-1.002, 3.415, 2.162], [-0.074, 1.515, 1.870], [-1.013, 0.549, 3.961], [-2.483, 1.922, 5.396], [-3.005, 4.251, 4.760], [-2.049, 5.211, 2.693], [-0.585, 3.832, 1.254]], "atomic_forces_ev_per_a": [[-0.3, 0.4, 0.5], [0.4, -0.1, 0.1], [-0.1, -0.5, 0.2], [-0.2, 0.2, -0.2], [0.3, 0.0, -0.2], [-0.4, -0.7, -0.1], [0.2, 0.2, -0.5], [0.0, 0.1, 0.6], [0.2, 0.6, 0.0], [0.0, 0.2, 0.0], [-0.2, -0.4, -0.5], [0.3, 0.0, 0.2], [0.1, -0.4, -0.1], [-0.6, 0.0, -0.6], [0.2, -0.4, 0.0], [0.0, 0.3, 1.0], [-0.3, 0.4, -0.9], [-0.2, -0.4, 0.0], [0.1, -0.1, -0.3], [-0.1, 0.0, 0.0], [0.1, -0.1, -0.2], [0.0, 0.1, 0.0], [0.1, 0.0, 0.1], [-0.1, 0.3, 0.1], [-0.1, 0.1, 0.2], [-0.2, -0.1, 0.1], [0.1, -0.1, 0.1], [0.1, 0.0, -0.3], [0.0, -0.1, 0.0], [0.0, 0.0, -0.3], [-0.1, 0.3, 0.1], [-0.1, -0.1, 0.1], [0.2, 0.0, 0.2], [0.1, 0.1, 0.1], [0.0, 0.3, 0.2], [0.0, -0.1, 0.3], [0.2, 0.0, -0.1], [0.0, -0.1, 0.0], [0.0, 0.0, 0.0], [0.0, 0.0, 0.0], [0.0, 0.0, 0.0], [0.0, 0.0, 0.0], [0.0, 0.0, 0.0], [0.0, 0.0, 0.0], [0.0, 0.0, 0.0], [0.0, 0.0, 0.0], [0.0, 0.0, 0.0], [0.0, 0.0, 0.0], [0.0, 0.0, 0.0], [0.0, 0.0, 0.0], [-0.1, 0.1, -0.1], [0.0, 0.0, 0.0], [0.0, 0.0, 0.0], [0.0, 0.0, 0.0], [0.0, 0.0, 0.0], [0.0, 0.0, 0.0], [0.0, -0.1, 0.0], [0.0, 0.0, 0.0], [0.0, 0.0, 0.0], [0.0, 0.0, 0.0], [0.0, 0.0, 0.0], [0.0, 0.0, 0.0]]}


# 4
{"formula": "C30H27NO3", "method": "the ωB97M-V functional and the def2-TZVPD basis", "multiplicity": 1, "homo_lumo_gap_ha": 0.0996, "e_above_lowest_kcal_mol": 147.3, "charge": 0, "homo_ev": -5.534, "symbols": ["C", "C", "O", "C", "C", "N", "C", "C", "C", "C", "C", "C", "C", "O", "H", "H", "H", "H", "H", "H", "H", "H", "H", "H", "H", "H", "C", "C", "C", "C", "O", "C", "C", "C", "C", "C", "C", "C", "C", "C", "C", "C", "C", "C", "C", "C", "H", "H", "H", "H", "H", "H", "H", "H", "H", "H", "H", "H", "H", "H", "H"], "positions_angstrom": [[-6.510, 0.434, 0.016], [-5.859, -0.864, -0.400], [-4.460, -0.558, -0.634], [-3.669, -1.597, -0.999], [-2.263, -1.136, -1.008], [-1.356, -1.950, -1.395], [-0.057, -1.914, -1.400], [0.633, -3.094, -1.865], [2.019, -3.384, -1.689], [2.527, -4.580, -2.201], [1.701, -5.483, -2.902], [0.336, -5.202, -3.045], [-0.198, -4.036, -2.501], [-4.050, -2.722, -1.266], [-7.537, 0.259, 0.344], [-5.967, 0.918, 0.844], [-6.524, 1.130, -0.830], [-5.947, -1.626, 0.389], [-6.306, -1.237, -1.332], [-2.105, -0.100, -0.667], [0.500, -1.031, -1.042], [2.653, -2.654, -1.163], [3.585, -4.815, -2.066], [2.118, -6.397, -3.323], [-0.341, -5.873, -3.577], [-1.270, -3.810, -2.554], [5.890, 0.094, -1.582], [5.366, 1.390, -1.507], [4.956, 1.907, -0.282], [5.124, 1.119, 0.859], [4.604, 1.563, 2.082], [3.209, 1.531, 2.136], [2.575, 0.304, 2.412], [1.198, 0.242, 2.366], [0.404, 1.393, 2.100], [-1.011, 1.261, 2.123], [-1.944, 2.248, 1.696], [-3.267, 2.250, 2.246], [-4.171, 3.255, 1.919], [-3.799, 4.286, 1.041], [-2.541, 4.261, 0.424], [-1.633, 3.247, 0.723], [1.091, 2.630, 1.898], [2.475, 2.692, 1.854], [5.690, -0.159, 0.816], [6.021, -0.690, -0.429], [6.203, -0.306, -2.546], [5.275, 2.014, -2.397], [4.497, 2.894, -0.185], [3.185, -0.577, 2.626], [0.690, -0.704, 2.559], [-1.411, 0.360, 2.595], [-3.526, 1.460, 2.957], [-5.172, 3.248, 2.366], [-4.492, 5.106, 0.839], [-2.255, 5.039, -0.287], [-0.669, 3.219, 0.215], [0.541, 3.558, 1.782], [3.006, 3.610, 1.585], [5.825, -0.716, 1.747], [6.411, -1.709, -0.486]], "atomic_forces_ev_per_a": [[0.0, 0.3, 0.1], [0.3, 0.1, -0.1], [-0.6, -0.5, 0.2], [0.4, -0.4, -0.2], [-0.7, 1.5, 0.7], [0.2, -1.3, -0.3], [0.5, 0.9, 0.5], [0.3, -0.6, -0.1], [-0.8, 0.2, -0.3], [-0.2, 0.0, -0.1], [0.0, 0.4, 0.3], [0.0, 0.3, 0.2], [0.3, -0.6, -0.4], [-0.1, 0.9, 0.3], [0.0, 0.0, -0.1], [-0.1, -0.3, -0.3], [0.0, -0.1, 0.2], [0.1, 0.1, -0.4], [0.2, -0.1, 0.3], [0.1, -0.2, -0.2], [0.0, -0.3, 0.0], [-0.2, -0.5, -0.3], [-0.3, 0.1, -0.1], [-0.1, 0.2, 0.1], [0.3, 0.0, 0.2], [0.6, -0.2, -0.1], [-0.1, 0.0, 0.1], [0.2, -0.1, 0.1], [0.1, -0.3, 0.3], [-0.5, -0.3, 0.0], [-0.3, 0.2, 0.1], [0.3, -0.4, -0.5], [0.2, 0.5, -0.2], [-0.2, 0.0, 0.2], [0.4, 0.1, 0.1], [0.0, -0.1, -0.1], [-0.8, 0.5, -0.3], [0.5, 0.1, -0.3], [0.2, -0.1, 0.1], [0.1, -0.1, 0.0], [0.0, -0.3, 0.2], [-0.3, 0.0, 0.3], [0.1, -0.1, -0.2], [0.0, -0.5, 0.2], [-0.3, 0.4, -0.2], [0.3, 0.3, 0.0], [-0.1, 0.1, 0.2], [0.0, -0.3, 0.2], [0.2, -0.4, -0.1], [-0.2, 0.3, -0.1], [0.1, 0.2, -0.1], [0.1, 0.3, -0.1], [0.0, 0.3, -0.3], [0.4, 0.0, -0.2], [0.2, -0.3, 0.0], [-0.2, -0.3, 0.2], [-0.4, 0.0, 0.1], [0.0, -0.3, 0.0], [-0.2, -0.3, 0.4], [-0.1, 0.1, -0.3], [-0.1, 0.4, -0.1]]}


# 5
{"formula": "C6H14O", "method": "the ωB97M-V functional and the def2-TZVPD basis", "multiplicity": 1, "homo_lumo_gap_ha": 0.3515, "e_above_lowest_kcal_mol": 43.1, "charge": 0, "smiles": "C/C=C/CCC.O", "homo_ev": -8.696, "symbols": ["C", "C", "C", "C", "C", "C", "H", "H", "H", "H", "H", "H", "H", "H", "H", "H", "H", "H", "O", "H", "H"], "positions_angstrom": [[-2.366, -2.679, -1.254], [-1.688, -1.358, -1.604], [-1.236, -0.548, -0.637], [-0.358, 0.616, -0.958], [0.248, 1.677, 0.006], [1.671, 2.035, -0.242], [-3.260, -2.813, -1.857], [-2.488, -2.620, -0.175], [-1.703, -3.520, -1.463], [-1.410, -1.088, -2.619], [-1.655, -0.701, 0.353], [0.582, 0.152, -1.326], [-0.591, 1.077, -1.928], [-0.417, 2.545, -0.135], [-0.059, 1.371, 1.012], [2.339, 1.326, 0.254], [1.993, 2.936, 0.296], [1.819, 2.241, -1.301], [2.935, -0.432, 4.199], [2.254, -0.565, 4.848], [3.390, 0.347, 4.530]], "atomic_forces_ev_per_a": [[0.7, 1.2, -0.6], [0.6, -0.2, 0.9], [-1.2, 0.3, -0.5], [3.0, -0.1, -1.4], [-3.7, 0.1, 0.2], [0.7, 0.5, 1.2], [-0.3, -0.1, 0.4], [-0.7, -0.4, 0.0], [0.1, 0.0, -0.1], [-0.1, -0.4, -0.2], [0.5, 0.0, 0.3], [-0.2, -0.4, 0.3], [-0.8, 0.2, 0.3], [0.4, 0.2, 0.1], [0.9, -0.1, 0.2], [0.1, -0.5, -0.9], [-0.6, 0.2, -0.2], [0.4, -0.4, 0.0], [0.4, 0.2, -0.2], [-0.6, -0.3, 0.4], [0.2, 0.1, -0.1]]}


# 6
{"formula": "C4H15N2O", "method": "the ωB97M-V functional and the def2-TZVPD basis", "multiplicity": 1, "homo_lumo_gap_ha": 0.3961, "e_above_lowest_kcal_mol": 15.7, "charge": 1, "homo_ev": -13.546, "symbols": ["C", "C", "C", "C", "N", "N", "H", "H", "H", "H", "H", "H", "H", "H", "H", "H", "H", "H", "H", "H", "H", "O"], "positions_angstrom": [[0.725, -1.344, -1.326], [0.798, -1.297, 0.191], [-0.542, -0.916, 0.797], [-2.266, 0.808, 0.236], [-0.846, 0.536, 0.664], [0.771, 0.058, -1.829], [-0.250, -1.681, -1.686], [1.477, -1.982, -1.749], [1.103, -2.250, 0.620], [1.522, -0.527, 0.432], [-0.600, -1.191, 1.845], [-1.358, -1.467, 0.326], [-2.880, 0.433, 1.033], [-2.410, 0.336, -0.726], [-2.403, 1.881, 0.154], [-0.619, 1.142, 1.471], [-0.161, 0.963, 0.013], [1.687, 0.483, -1.788], [0.466, 0.050, -2.791], [1.837, 2.726, 1.113], [2.390, 1.379, 1.542], [1.559, 1.862, 1.456]], "atomic_forces_ev_per_a": [[-0.4, 1.2, -0.2], [-0.5, -0.1, -0.3], [0.0, -0.5, 0.6], [1.1, 0.4, 0.1], [0.1, 1.7, -0.3], [-0.4, -0.3, 0.3], [0.1, -0.5, 0.3], [0.5, -0.3, -0.2], [0.1, 0.0, 0.0], [0.4, -0.1, 0.4], [0.1, 0.2, 0.2], [0.1, 0.2, -0.2], [-0.5, -0.3, 0.0], [-0.2, -0.2, 0.0], [0.0, 0.1, -0.1], [-0.2, -1.0, 0.2], [-0.4, -0.6, -0.6], [0.2, -0.2, -0.1], [0.1, 0.3, -0.2], [-0.2, -0.2, 0.2], [-0.1, 0.0, 0.2], [0.2, 0.2, -0.4]]}


The E results, record by record, are as follows: -4684.9652; -14851.6913; -34660.5582; -39176.1869; -8495.0227; -9412.9798 eV.